# 1
The following is a quantum chemistry calculation of C19H26AsF12N3O8S4Ti as an isolated structure, from the Open Molecules 2025 dataset.

2S+1 = 3
Expectation value of S² = 2.00
Relative energy (zero: lowest compared OMol25 entry of this formula, charge and spin) = 0.6 kcal/mol
HOMO level (alpha / beta) = -3.1 / -3.1 eV
LUMO energy (alpha / beta) = 0.143 / 0.108 Ha
Net charge = -2
DFT total energy = -200879.0901 eV
HOMO-LUMO gap (alpha / beta) = 7.0 / 6.1 eV

CARTESIAN COORDINATES (ANGSTROEM)
As  4.890  0.202  0.449
Ti  -0.904  -0.465  0.006
S  2.174  -1.482  -3.874
S  -2.246  -4.150  2.500
S  0.637  -1.889  -1.613
S  -2.010  -1.205  2.359
F  -3.182  -3.266  -5.782
F  0.837  -1.549  -6.262
F  0.093  1.433  8.143
F  -0.604  -0.399  9.065
F  -2.665  -5.301  -5.267
F  1.387  -0.265  8.335
F  -3.717  -4.086  -3.821
F  -4.802  -4.806  2.126
F  2.470  -2.895  -6.026
F  -4.586  -3.230  3.584
F  0.609  -3.306  -5.014
F  -4.061  -5.317  4.039
O  1.002  -0.738  -0.649
O  -1.425  -5.079  3.250
O  -0.900  -1.844  -1.427
O  -2.609  -1.085  0.925
O  -0.500  -1.067  1.917
O  -2.417  -4.240  1.071
O  3.048  -2.494  -3.325
O  2.759  -0.359  -4.510
N  -1.117  1.180  -0.325
N  -1.853  -2.722  2.930
N  0.959  -1.021  -2.990
C  -0.675  4.867  -0.613
C  -2.810  -4.062  -4.809
C  -0.379  3.537  -0.500
C  -3.014  4.401  -0.530
C  -4.201  1.841  1.130
C  -4.003  -4.382  3.096
C  1.083  3.131  -0.497
C  -3.954  2.161  -0.375
C  1.390  2.265  -1.657
C  0.378  0.330  8.798
C  -3.769  0.988  -1.387
C  -1.993  5.300  -0.646
C  -1.429  2.581  -0.462
C  -2.740  3.075  -0.428
C  1.476  -2.323  -5.368
C  1.560  2.708  0.904
C  5.371  -0.182  2.335
C  6.760  -0.355  -0.260
C  4.065  -1.598  0.170
H  0.966  1.267  -1.496
H  -2.108  6.357  -0.789
H  -4.772  2.753  -0.681
H  1.250  3.525  1.519
H  4.808  -2.368  0.476
H  -5.052  1.180  1.269
H  1.640  4.073  -0.750
H  6.057  0.579  2.793
H  3.211  -1.617  0.844
H  7.533  0.112  0.260
H  5.835  -1.161  2.400
H  -4.018  4.777  -0.572
H  -4.037  0.071  -0.948
H  -4.370  1.197  -2.278
H  0.955  2.684  -2.522
H  1.070  1.790  1.240
H  -4.362  2.796  1.608
H  4.436  -0.198  2.863
H  6.828  -1.439  -0.144
H  6.762  -0.043  -1.327
H  0.157  5.529  -0.714
H  -3.356  1.268  1.562
H  3.804  -1.756  -0.875
H  -2.739  0.985  -1.645
H  2.496  2.184  -1.769
H  2.623  2.621  0.965


# 2
The following is a quantum chemistry calculation of one molecule with the formula BrHOS, from the Open Molecules 2025 dataset.

2S+1 = 3
Expectation value of S² = 2.02
Relative energy (zero: lowest compared OMol25 entry of this formula, charge and spin) = 53.7 kcal/mol
HOMO level (alpha / beta) = -9.0 / -9.8 eV
LUMO energy (alpha / beta) = -0.001 / -0.100 Ha
DFT total energy = -82937.3801 eV
HOMO-LUMO gap (alpha / beta) = 8.9 / 7.0 eV

CARTESIAN COORDINATES (ANGSTROEM)
Br  0.250  2.236  -0.043
S  0.682  3.538  1.613
O  -0.668  0.455  -0.271
H  -0.086  -0.198  -0.612


# 3
The following is a quantum chemistry calculation of C29H35BCl2N13OSr as an isolated structure, from the Open Molecules 2025 dataset.

2S+1 = 2
Expectation value of S² = 0.76
Relative energy (zero: lowest compared OMol25 entry of this formula, charge and spin) = 0.0 kcal/mol
HOMO level (alpha / beta) = -11.2 / -12.3 eV
LUMO energy (alpha / beta) = -0.168 / -0.168 Ha
Net charge = +2
DFT total energy = -78607.0843 eV
HOMO-LUMO gap (alpha / beta) = 6.6 / 7.8 eV

CARTESIAN COORDINATES (ANGSTROEM)
Sr  -0.433  -0.304  -1.282
Cl  0.161  -3.464  -1.809
Cl  -0.116  -1.766  -4.197
O  1.771  2.603  1.147
N  1.434  1.321  -2.153
N  -0.596  -1.688  0.867
N  -4.028  -2.418  1.462
N  3.967  -0.258  0.308
N  6.722  0.053  1.107
N  -2.611  2.991  0.374
N  -3.670  0.013  1.918
N  -3.762  -3.262  2.493
N  -1.675  -1.540  1.676
N  -2.971  0.137  -0.988
N  -0.058  1.519  0.234
N  -3.316  1.335  1.870
N  -3.137  -1.080  -0.409
C  -4.140  2.038  2.674
C  -1.778  4.058  0.054
C  -3.213  -0.034  -2.287
C  -4.852  -3.986  2.652
C  5.636  0.893  1.747
C  -5.298  -2.618  0.998
C  6.199  -1.301  0.691
C  -3.748  4.318  -1.008
C  1.957  1.494  -3.371
C  -3.465  -2.004  -1.348
C  5.010  -1.105  -0.245
C  -0.810  1.670  1.475
C  -2.455  4.886  -0.787
C  -3.820  3.163  -0.294
C  1.773  2.183  -1.181
C  2.653  3.231  -1.409
C  -2.245  1.913  1.150
C  0.274  -3.392  -3.576
C  0.006  -2.130  2.991
C  -5.032  1.177  3.267
C  -5.861  -3.623  1.733
C  -4.697  -0.075  2.777
C  0.411  -2.044  1.656
C  -3.519  -1.375  -2.573
C  4.486  1.025  0.763
C  3.172  3.413  -2.681
C  1.143  2.080  0.211
C  -1.332  -1.809  2.953
C  2.822  2.526  -3.687
B  -3.088  -1.277  1.133
H  5.345  0.363  2.653
H  3.835  4.243  -2.892
H  -2.066  -1.783  3.741
H  -2.074  5.812  -1.186
H  7.020  -1.847  0.229
H  -0.747  0.794  2.128
H  1.384  -2.232  1.223
H  -3.770  -1.815  -3.523
H  -5.136  -1.035  2.997
H  -6.848  -4.039  1.620
H  3.461  -0.728  1.050
H  -0.445  -4.081  -3.995
H  4.611  -2.086  -0.496
H  0.584  -2.408  3.855
H  -5.814  1.416  3.967
H  -3.159  0.823  -2.945
H  7.068  0.544  0.279
H  3.197  2.631  -4.695
H  6.078  1.850  2.017
H  1.287  -3.623  -3.872
H  -0.388  2.497  2.063
H  -4.876  -4.750  3.415
H  -0.795  4.129  0.486
H  -4.540  4.721  -1.619
H  7.518  -0.049  1.736
H  -4.603  2.429  -0.201
H  3.684  1.622  1.206
H  -4.004  3.105  2.760
H  5.355  -0.659  -1.183
H  4.825  1.583  -0.119
H  2.889  3.895  -0.589
H  -5.710  -2.025  0.196
H  -3.650  -3.028  -1.071
H  5.910  -1.805  1.612
H  1.668  0.772  -4.128


# 4
The following is a quantum chemistry calculation of a 2-piece molecular cluster, C3H4INO overall, from the Open Molecules 2025 dataset.

Relative energy (zero: lowest compared OMol25 entry of this formula, charge and spin) = 79.2 kcal/mol
HOMO level (alpha / beta) = -8.4 / -8.4 eV
LUMO energy (alpha / beta) = -0.018 / -0.018 Ha
DFT total energy = -14809.9809 eV
HOMO-LUMO gap (alpha / beta) = 7.9 / 7.9 eV

CARTESIAN COORDINATES (ANGSTROEM)
I  -1.331  -1.869  2.675
O  2.074  0.470  1.111
N  0.485  -1.086  2.746
C  -0.270  -0.881  -0.851
C  -0.211  -0.047  0.239
C  1.008  -0.043  1.032
H  -1.118  0.548  0.611
H  0.938  -1.842  2.239
H  -1.081  -0.596  -1.569
H  0.644  -1.445  -1.140